1) A 9-piece molecular cluster, C32H56N2O21 overall. Source: the Open Molecules 2025 dataset; level of theory: ωB97M-V/def2-TZVPD.

As for the structure (SMILES): C[C@H]1COC(=O)O1.C[C@H]1COC(=O)O1.C[C@H]1COC(=O)O1.COC(=O)OC.COC(=O)OC.COC(=O)OC.COC(=O)OC.CCCC#N.CCCC#N. The orbital gap is 10.42 eV. Its spin multiplicity is 1.

Structure (XYZ):
```
111
Properties=species:S:1:pos:R:3:lowdin_charge:R:1
C -4.41 -5.41 1.38 -0.03
C -3.21 -4.56 1.50 -0.31
C -3.46 -3.09 1.91 -0.09
O -2.52 -2.90 2.95 0.06
C -1.92 -4.06 3.24 -0.58
O -1.01 -4.16 4.02 0.14
O -2.28 -5.10 2.47 0.13
H -5.20 -5.01 0.78 0.09
H -4.79 -5.69 2.41 0.12
H -4.07 -6.35 0.98 0.09
H -2.74 -4.52 0.52 0.14
H -4.51 -2.85 2.18 0.15
H -3.34 -2.38 1.14 0.10
C 1.80 -0.72 1.78 0.01
C 0.57 -1.61 1.72 -0.25
C -0.76 -0.98 1.19 -0.08
O -1.20 -1.95 0.24 0.06
C -0.22 -2.85 -0.01 -0.57
O -0.37 -3.82 -0.68 0.14
O 0.83 -2.55 0.72 0.10
H 1.80 -0.16 2.70 0.05
H 2.01 0.05 0.97 0.09
H 2.69 -1.33 1.78 0.10
H 0.32 -2.21 2.61 0.16
H -0.64 -0.01 0.85 0.08
H -1.42 -0.87 2.00 0.09
C 2.56 2.85 2.11 -0.02
C 3.87 2.06 2.14 -0.34
C 5.10 2.92 2.20 -0.09
O 5.61 2.55 3.46 0.10
C 4.86 1.68 4.08 -0.56
O 4.97 1.35 5.27 0.11
O 3.88 1.25 3.30 0.08
H 2.47 3.51 1.26 0.08
H 2.56 3.60 2.93 0.10
H 1.62 2.32 2.22 0.06
H 3.96 1.42 1.29 0.10
H 4.88 4.04 2.08 0.16
H 5.82 2.65 1.43 0.12
C -3.90 1.46 1.62 -0.01
O -3.55 2.47 2.60 0.02
C -2.25 2.71 2.82 -0.44
O -1.23 1.93 2.38 -0.04
O -2.12 3.80 3.56 0.04
C -0.85 4.25 3.91 -0.04
H -3.33 0.53 1.71 0.08
H -3.67 1.86 0.65 0.07
H -4.98 1.15 1.61 0.12
H -0.23 3.39 4.16 0.08
H -0.86 5.00 4.64 0.09
H -0.32 4.71 3.06 0.11
C -4.17 -1.33 -7.11 -0.04
O -3.32 -2.28 -6.44 -0.02
C -3.29 -2.35 -5.06 -0.38
O -4.18 -1.64 -4.29 -0.06
O -2.44 -3.22 -4.51 0.00
C -2.47 -3.46 -3.12 -0.05
H -5.00 -1.90 -7.51 0.09
H -3.67 -0.85 -7.93 0.08
H -4.51 -0.54 -6.41 0.10
H -2.09 -2.63 -2.50 0.10
H -1.99 -4.37 -2.86 0.08
H -3.46 -3.64 -2.79 0.08
C -1.07 3.14 -0.42 0.01
O -0.34 3.55 -1.62 -0.01
C -0.38 4.79 -2.06 -0.46
O -1.31 5.72 -1.59 -0.07
O 0.52 5.10 -2.95 0.03
C 0.51 6.42 -3.42 -0.06
H -1.10 3.96 0.35 0.11
H -0.43 2.32 -0.14 0.06
H -2.08 2.89 -0.60 0.08
H 1.21 6.95 -2.78 0.09
H -0.45 7.02 -3.26 0.12
H 0.88 6.57 -4.39 0.08
C 1.13 -3.28 -3.87 -0.06
O 2.25 -2.72 -4.45 0.00
C 2.21 -2.15 -5.63 -0.43
O 1.07 -2.10 -6.43 -0.03
O 3.39 -1.61 -5.98 0.00
C 3.40 -0.74 -7.08 -0.06
H 1.22 -3.70 -2.84 0.11
H 0.56 -3.86 -4.52 0.08
H 0.41 -2.48 -3.72 0.08
H 2.74 0.06 -6.98 0.08
H 3.20 -1.38 -7.91 0.10
H 4.36 -0.25 -7.27 0.10
C 1.44 0.92 -1.76 -0.07
C 2.19 -0.29 -2.38 -0.23
C 3.65 0.00 -2.73 -0.18
C 4.56 0.28 -1.60 -0.17
N 5.31 0.62 -0.70 0.14
H 0.56 0.63 -1.30 0.02
H 1.24 1.75 -2.53 0.11
H 2.12 1.24 -0.91 0.07
H 1.64 -0.55 -3.22 0.07
H 2.20 -1.18 -1.76 0.11
H 3.75 0.91 -3.37 0.13
H 4.12 -0.81 -3.33 0.12
C 1.41 -0.05 5.78 -0.10
C 0.18 0.55 5.12 -0.26
C -1.10 -0.38 5.31 -0.16
C -1.71 -0.26 6.66 -0.24
N -2.18 -0.14 7.71 0.13
H 1.74 -1.00 5.37 0.07
H 1.14 -0.19 6.85 0.09
H 2.24 0.69 5.72 0.08
H 0.31 0.82 4.07 0.06
H -0.07 1.52 5.56 0.10
H -0.93 -1.48 5.05 0.12
H -1.94 -0.07 4.64 0.10
```

***

2) A 9-piece molecular cluster, C32H56N2O21 overall. Source: the Open Molecules 2025 dataset; level of theory: ωB97M-V/def2-TZVPD.

As for the structure (SMILES): C[C@H]1COC(=O)O1.C[C@H]1COC(=O)O1.C[C@H]1COC(=O)O1.COC(=O)OC.COC(=O)OC.COC(=O)OC.COC(=O)OC.CCCC#N.CCCC#N. The orbital gap is 9.28 eV. Its spin multiplicity is 1.

Structure (XYZ):
```
111
Properties=species:S:1:pos:R:3:lowdin_charge:R:1
C 0.83 -3.95 -4.86 -0.02
C 1.57 -2.79 -5.50 -0.27
C 0.98 -1.34 -5.17 -0.03
O 2.10 -0.68 -4.53 0.04
C 3.17 -1.45 -4.47 -0.52
O 4.20 -1.06 -3.97 0.13
O 2.91 -2.72 -4.99 0.06
H 1.31 -4.92 -5.09 0.10
H -0.19 -3.98 -5.20 0.07
H 0.91 -3.91 -3.79 0.08
H 1.60 -2.95 -6.59 0.15
H 0.13 -1.28 -4.60 0.07
H 0.80 -0.74 -6.13 0.15
C 5.32 -0.10 -0.96 -0.03
C 5.17 1.41 -0.82 -0.30
C 4.80 2.11 -2.09 -0.10
O 3.60 2.79 -1.75 0.03
C 3.25 2.53 -0.42 -0.55
O 2.32 2.98 0.13 0.19
O 4.09 1.63 0.08 0.10
H 4.45 -0.70 -1.21 0.08
H 5.66 -0.56 -0.05 0.07
H 6.08 -0.34 -1.71 0.10
H 6.16 1.80 -0.66 0.15
H 4.45 1.51 -2.87 0.10
H 5.55 2.84 -2.56 0.16
C 3.49 -2.04 4.08 0.00
C 2.86 -1.17 2.96 -0.32
C 3.22 -1.65 1.55 -0.10
O 2.02 -2.19 1.09 0.06
C 1.10 -2.18 2.05 -0.55
O 0.05 -2.79 1.98 0.14
O 1.52 -1.40 3.04 0.10
H 4.60 -1.91 4.31 0.11
H 3.30 -3.11 3.82 0.11
H 3.02 -1.83 5.00 0.06
H 3.01 -0.12 3.06 0.15
H 4.08 -2.31 1.55 0.13
H 3.42 -0.85 0.81 0.11
C -1.11 -3.13 -0.99 -0.01
O -1.56 -3.53 -2.31 -0.01
C -1.97 -2.60 -3.20 -0.39
O -1.90 -1.24 -2.85 -0.07
O -2.36 -3.08 -4.40 -0.02
C -2.85 -2.17 -5.41 -0.01
H -1.12 -4.05 -0.41 0.10
H -1.83 -2.40 -0.55 0.10
H -0.11 -2.78 -0.86 0.06
H -2.09 -1.42 -5.58 0.08
H -3.83 -1.70 -5.19 0.11
H -2.90 -2.71 -6.30 0.07
C -2.64 1.45 4.95 -0.12
O -2.51 0.27 5.64 0.01
C -3.29 0.12 6.76 -0.38
O -4.11 1.18 7.31 -0.11
O -3.33 -1.05 7.28 0.03
C -4.07 -1.23 8.44 -0.07
H -2.25 2.30 5.49 0.09
H -3.66 1.76 4.80 0.09
H -2.15 1.42 3.98 0.05
H -4.16 -2.30 8.65 0.10
H -5.10 -0.93 8.31 0.09
H -3.62 -0.70 9.31 0.12
C 1.27 2.52 -4.35 -0.05
O 0.03 2.48 -3.74 0.00
C -0.96 1.93 -4.45 -0.36
O -0.79 1.49 -5.76 -0.07
O -2.22 2.06 -3.90 -0.02
C -3.32 1.61 -4.76 -0.03
H 1.71 3.44 -3.91 0.12
H 1.36 2.59 -5.39 0.09
H 1.77 1.69 -3.94 0.06
H -3.59 0.58 -4.64 0.05
H -3.20 1.85 -5.82 0.09
H -4.26 2.09 -4.33 0.11
C 0.42 2.37 3.17 -0.03
O 1.51 2.45 4.13 0.01
C 1.43 1.82 5.28 -0.42
O 0.22 1.32 5.77 -0.04
O 2.59 1.79 5.97 0.00
C 2.61 1.13 7.26 -0.02
H -0.32 3.09 3.38 0.07
H -0.12 1.40 3.21 0.09
H 0.76 2.45 2.12 0.07
H 2.08 1.63 8.03 0.09
H 3.58 0.91 7.64 0.08
H 2.14 0.19 7.18 0.08
C -5.34 2.09 0.24 -0.11
C -4.57 1.16 -0.68 -0.27
C -4.42 -0.31 -0.29 -0.18
C -3.69 -0.49 0.97 -0.21
N -3.17 -0.60 2.03 0.18
H -4.93 2.03 1.25 0.06
H -6.42 1.85 0.26 0.08
H -5.31 3.07 -0.17 0.06
H -3.59 1.65 -0.83 0.08
H -5.14 1.22 -1.62 0.11
H -3.88 -0.78 -1.08 0.07
H -5.41 -0.83 -0.27 0.14
C 0.89 -0.04 -1.30 -0.11
C 0.21 0.50 -0.12 -0.21
C -0.70 1.74 -0.56 -0.12
C -1.52 2.25 0.55 -0.21
N -2.19 2.56 1.46 0.19
H 1.78 0.54 -1.71 0.10
H 0.14 -0.12 -2.05 0.04
H 1.28 -1.06 -1.12 0.08
H 0.91 0.65 0.70 0.10
H -0.47 -0.26 0.16 0.09
H -1.40 1.61 -1.36 0.08
H -0.13 2.63 -1.01 0.14
```

***

Relative calculated energies, zero for the most stable structure, unit kJ/mol: 1) 0.0; 2) 77.1.

***

1) An isolated ion of composition C3H9N2 and charge +2. Source: the Open Molecules 2025 dataset; level of theory: ωB97M-V/def2-TZVPD.

The net charge is +2. The orbital gap (alpha / beta) is 11.68 / 8.15 eV. As for the expectation value of S²: 0.7546. Its spin multiplicity is 2.

Structure (XYZ):
```
14
Properties=species:S:1:pos:R:3:nbo_charge:R:1
C -1.26 0.43 0.99 -0.45
C 0.03 1.44 -0.72 0.22
N -0.34 0.32 -0.19 -0.26
H -0.69 0.61 1.90 0.26
H -1.85 -0.48 1.13 0.27
H -1.96 1.25 0.83 0.27
H 0.86 1.49 -1.43 0.24
H -0.39 2.38 -0.37 0.27
C 0.74 -0.69 0.15 -0.15
N 1.07 -1.57 -0.96 -0.15
H 1.59 -0.18 0.62 0.31
H 0.31 -1.33 0.91 0.28
H 0.59 -2.48 -0.98 0.45
H 1.31 -1.18 -1.88 0.44
```

***

2) A 2-piece molecular cluster, C3H9N2 overall. Source: the Open Molecules 2025 dataset; level of theory: ωB97M-V/def2-TZVPD.

The net charge is +2. The orbital gap (alpha / beta) is 11.76 / 7.97 eV. As for the expectation value of S²: 0.7608. Its spin multiplicity is 2.

Structure (XYZ):
```
14
Properties=species:S:1:pos:R:3:nbo_charge:R:1
N -1.71 -0.31 0.86 -0.87
H -0.62 -0.40 0.89 0.44
H -2.05 0.40 1.47 0.47
H -1.96 -0.07 -0.14 0.44
H -2.11 -1.20 1.02 0.47
C 0.91 -0.55 -0.90 0.13
C 0.09 0.09 -1.73 -0.10
C 1.54 0.71 0.94 0.13
N 0.95 -0.38 0.53 -0.38
H 1.56 -1.36 -1.25 0.28
H -0.65 0.77 -1.27 0.22
H 0.41 0.01 -2.76 0.30
H 1.37 0.99 1.95 0.24
H 2.26 1.27 0.37 0.25
```

***

Relative calculated energies, zero for the most stable structure, unit kJ/mol: 1) 29.6; 2) 0.0.

***

1) One molecule with the formula C3H3NOS. Source: the Open Molecules 2025 dataset; level of theory: ωB97M-V/def2-TZVPD.

As for the structure (SMILES): S=C1COC=N1. The orbital gap is 8.65 eV. Its spin multiplicity is 1.

Structure (XYZ):
```
9
Properties=species:S:1:pos:R:3:nbo_charge:R:1
C 0.59 1.25 -0.35 0.41
C -0.98 -0.10 0.17 -0.06
C 0.29 -0.90 0.13 -0.18
N -0.65 1.33 -0.14 -0.48
O 1.22 0.06 -0.24 -0.47
S -2.41 -0.64 0.41 0.11
H 1.27 2.20 -0.53 0.21
H 0.38 -1.37 1.11 0.23
H 0.29 -1.83 -0.57 0.23
```

***

2) One molecule with the formula C3H3NOS. Source: the Open Molecules 2025 dataset; level of theory: ωB97M-V/def2-TZVPD.

As for the structure (SMILES): N#C[C@H](S)C=O. The orbital gap is 10.44 eV. Its spin multiplicity is 1.

Structure (XYZ):
```
9
Properties=species:S:1:pos:R:3:nbo_charge:R:1
C -1.16 0.25 0.60 0.25
C 0.29 -1.05 -0.31 0.42
C 0.30 0.21 0.45 -0.53
N -2.29 0.32 0.60 -0.27
O 0.10 -2.08 0.26 -0.47
S 1.14 1.70 -0.23 0.05
H 0.15 -0.93 -1.44 0.13
H 0.51 0.07 1.55 0.30
H 0.97 1.50 -1.49 0.12
```

***

3) A 2-piece molecular cluster, C3H3NOS overall. Source: the Open Molecules 2025 dataset; level of theory: ωB97M-V/def2-TZVPD.

As for the structure (SMILES): N=C=O.C#CS. The orbital gap is 9.88 eV. Its spin multiplicity is 1.

Structure (XYZ):
```
9
Properties=species:S:1:pos:R:3:nbo_charge:R:1
C 1.00 0.07 0.04 -0.23
C 2.20 0.13 0.07 -0.23
C -2.75 0.15 0.09 0.85
N -2.98 -1.01 0.09 -0.77
O -2.68 1.30 -0.06 -0.51
S 3.89 0.03 0.04 0.09
H -0.05 0.15 0.06 0.23
H -2.65 -1.84 0.54 0.43
H 4.02 1.02 -0.86 0.14
```

***

Relative calculated energies, zero for the most stable structure, unit kJ/mol: 1) 0.0; 2) 39.2; 3) 72.7.

***

1) One molecule with the formula C3H3NOS. Source: the Open Molecules 2025 dataset; level of theory: ωB97M-V/def2-TZVPD.

As for the structure (SMILES): O=C1NCC1=S. The orbital gap (alpha / beta) is 6.43 / 6.44 eV. Its spin multiplicity is 1.

Structure (XYZ):
```
9
Properties=species:S:1:pos:R:3:nbo_charge:R:1
C 0.15 0.66 -0.59 0.17
C 0.94 -0.55 -0.37 0.51
C -0.77 0.31 0.52 -0.35
N 0.03 -0.91 0.61 -0.59
O 1.92 -1.07 -0.81 -0.50
S 0.03 1.91 -2.45 -0.10
H -0.70 0.97 1.39 0.23
H -1.82 0.14 0.27 0.23
H 0.23 -1.46 1.43 0.41
```

***

2) C3H3NOS as an isolated structure. Source: the Open Molecules 2025 dataset; level of theory: ωB97M-V/def2-TZVPD.

The orbital gap is 8.95 eV. Its spin multiplicity is 1.

Structure (XYZ):
```
9
Properties=species:S:1:pos:R:3:nbo_charge:R:1
C 0.48 -0.10 -1.06 0.22
C 0.34 -0.18 0.46 -0.55
C -1.03 0.27 0.78 0.03
H 1.02 0.54 0.97 0.27
H 1.07 -1.26 0.93 0.26
H -1.57 -0.05 1.66 0.25
N -1.51 0.69 -0.28 -0.07
O -0.42 0.63 -1.34 -0.34
S 1.61 -0.55 -2.11 -0.08
```

***

Relative calculated energies, zero for the most stable structure, unit kJ/mol: 1) 63.0; 2) 0.0.